(1)
Formula: C7H12O5S
Source: the OMol25 dataset
Level of theory: ωB97M-V with the def2-TZVPD basis set

Geometry as XYZ:
```
25
Properties=species:S:1:pos:R:3:forces:R:3
S -0.2561 2.0029 0.5895 -1.6913 -0.3731 1.1248
C -1.6260 -0.4978 0.1060 -0.6399 2.5769 1.2800
O 2.8014 0.1000 0.5030 -1.5227 0.5592 -1.3662
H -3.4780 0.2957 -0.1027 1.1065 0.0067 0.4239
H -1.2575 2.1846 -1.4001 1.0603 0.4393 -0.3631
C -0.2668 0.1776 0.2485 1.1422 0.0473 -3.2062
C -0.2800 2.6491 -1.0864 0.0043 -1.2791 0.2558
O 0.7902 0.0283 -1.5472 -1.8689 0.7763 2.8159
H 0.9171 -1.9540 -1.4705 0.6750 -0.5731 0.2928
O -2.6139 0.5246 0.3130 -1.0174 -0.5909 -0.4594
H -1.9577 -1.4711 2.0894 -0.6114 1.3127 1.6506
H 2.3559 -2.0340 0.6101 -0.1187 2.1066 -0.3475
H 2.3322 0.8468 -0.0176 1.2726 -1.2652 1.2788
H 0.7878 -0.2418 1.9974 -0.1047 -1.0479 -0.7501
H -1.7740 -0.9547 -0.8158 0.1671 -0.5555 -1.9565
O 0.9659 2.3688 1.3087 1.1388 -0.0288 -0.2475
C 1.9603 -0.9979 0.2482 -0.7553 -2.1530 0.6136
H 0.6469 2.1082 -1.5169 -1.5945 1.5845 -0.1204
C 1.5636 -1.1011 -1.2352 -2.5302 0.9292 1.1407
C 0.5503 -0.7764 1.0191 1.3129 0.6461 0.6806
H 2.3474 -0.9525 -1.9008 2.0972 -0.6138 -0.9652
C -1.5690 -1.5961 1.1277 -2.3313 -3.0210 -1.6065
H -2.2508 -2.4959 0.7546 1.5769 1.4844 0.4460
O -0.2538 -1.9812 1.1727 2.4556 0.4466 -0.3335
H -0.4352 3.7682 -0.9947 0.7767 -1.4143 -0.2812
```
Positions in Å, forces in eV/Å.

Values from the calculation:
**HOMO energy (alpha / beta)**: -0.3246 / -0.3247 hartree
**M**: 208.23 g/mol
**ΔE to the lowest compared entry with this formula, charge and spin**: 4.9878 eV
**Frontier orbital gap (alpha / beta)**: 8.423 / 8.423 eV
**Charge**: 0

(2)
Formula: C7H12P
Source: the OMol25 dataset
Level of theory: ωB97M-V with the def2-TZVPD basis set

Geometry as XYZ:
```
20
Properties=species:S:1:pos:R:3:forces:R:3
H -0.8193 0.1524 -1.4231 -0.0930 0.0227 0.4472
C -1.3253 -0.0657 1.1626 -0.3288 -0.2736 0.2602
C 1.0039 -2.5775 0.1345 -1.5396 -0.4246 0.8840
H 2.7516 -2.7635 -0.7742 1.6661 0.7081 -0.3736
C -1.8458 2.3909 -0.5804 2.4346 -2.3701 -1.2085
H 0.6069 2.0591 1.1519 1.7157 -1.5540 -1.7598
H -1.7591 2.6165 -1.6132 0.2147 0.1882 -1.0518
H -1.3121 -1.7397 2.2355 -1.3090 -2.0155 3.4889
H 1.4122 1.9557 -0.5680 0.5785 0.4123 -0.3886
C 0.9537 1.3972 0.2129 -2.9682 -1.4555 1.9489
H -1.8737 0.3270 2.0097 -0.3760 0.7565 -0.4972
H -2.7989 2.1287 -0.3978 -3.5213 -0.8357 0.6799
C 2.0980 -3.4331 -0.2960 -2.6438 2.2999 -3.7324
C -0.9563 -1.3344 1.4038 2.4828 1.5756 -4.7284
H -1.5880 3.2088 -0.0378 0.9342 2.3045 1.8181
H 1.3805 0.3206 0.4089 -0.3227 2.4591 0.0532
C -0.0013 -2.0799 0.6003 0.1160 0.4988 0.4257
P -0.8126 0.9239 -0.2388 1.3401 0.3352 0.2475
H 2.5139 -3.9208 0.4682 1.5996 -2.1849 2.7519
H 1.7524 -4.0156 -1.1658 0.0199 -0.4467 0.7347
```
Positions in Å, forces in eV/Å.

Values from the calculation:
**HOMO energy**: -0.4847 hartree
**M**: 127.15 g/mol
**ΔE to the lowest compared entry with this formula, charge and spin**: 1.5280 eV
**Frontier orbital gap**: 9.397 eV
**Charge**: +1

(3)
Formula: C7H12Se
Source: the OMol25 dataset
Level of theory: ωB97M-V with the def2-TZVPD basis set

Geometry as XYZ:
```
20
Properties=species:S:1:pos:R:3:forces:R:3
H -3.4456 -1.4617 0.6562 0.8656 0.0776 -0.0714
H 0.5357 1.9142 0.9797 -0.2847 -0.6481 -1.4785
C 1.0685 1.6451 -1.1719 0.1183 2.3862 1.7148
H -0.5381 0.0088 2.0825 0.4317 -0.0805 -3.0240
H 1.9459 2.4145 -1.0919 -1.8560 -1.1122 -0.2135
C -0.3926 0.0410 0.2628 0.1729 2.8848 4.7377
C 2.0495 0.4858 0.8706 1.2075 -2.1576 -1.5143
H 1.3204 0.9926 -1.9672 0.2084 -1.1949 -0.4052
H 2.9618 0.8546 0.3635 -0.4765 -0.1176 -0.1683
H -1.4915 -3.0078 -0.4546 -0.0303 -1.1505 -0.3407
H 2.3145 0.6601 1.8960 -0.8263 0.1774 0.7678
H 0.0961 2.1027 -1.3996 0.5852 0.4885 -0.6618
Se -2.1782 0.6866 -0.1834 0.5725 -0.7382 0.2153
H 2.0628 -0.6517 0.7111 0.1427 1.5896 0.3383
C -0.3133 -1.3603 0.0125 2.2695 -1.5927 -2.4379
H -3.2914 -1.3141 -1.0978 0.5222 -0.2991 0.9251
H 0.6686 -1.8906 -0.3316 -1.6960 1.0873 1.3320
C 0.7845 1.0902 0.2399 0.3125 -0.7150 1.1452
C -1.4544 -1.9784 -0.2390 0.0244 -0.1124 0.6623
C -2.7031 -1.2314 -0.1379 -2.2633 1.2274 -1.5229
```
Positions in Å, forces in eV/Å.

Values from the calculation:
**HOMO energy**: -0.2808 hartree
**M**: 175.13 g/mol
**ΔE to the lowest compared entry with this formula, charge and spin**: 2.7911 eV
**Frontier orbital gap**: 7.839 eV
**Charge**: 0

(4)
Formula: C7H12Si
Source: the OMol25 dataset
Level of theory: ωB97M-V with the def2-TZVPD basis set

Geometry as XYZ:
```
20
Properties=species:S:1:pos:R:3:forces:R:3
C -0.1926 1.8759 1.6247 -0.6067 -0.1086 -0.2027
H -2.3592 0.2138 -0.3884 -0.1559 0.1940 0.0735
C -0.6838 1.2492 0.3796 -0.5604 -0.2742 -1.0129
H 0.4512 -3.8018 -0.3810 -1.4029 -3.3259 0.8386
H 1.9159 -3.0579 -0.9865 -2.3017 0.5616 0.7012
H -1.6535 -2.3245 -1.4297 -0.3973 0.1611 -0.7705
C 1.1349 1.7533 1.6590 0.9820 -0.8043 0.0721
C 0.7889 -2.8943 -0.6479 3.6107 3.3635 -1.3625
H -0.8819 2.3098 2.3972 0.9595 -0.2773 -0.8960
C 0.3255 0.7202 -0.3508 -0.1499 0.1512 0.7082
H 2.2788 0.1870 0.3135 0.9102 -0.7445 0.7626
Si -0.3094 -2.0545 -1.9497 0.9275 1.2263 2.9511
C 1.6468 1.0348 0.3379 -1.2810 2.7440 0.1735
H -2.4762 1.9348 -0.7752 0.6689 -0.3398 0.4062
H 1.7520 2.1675 2.4655 0.0379 -0.3306 -0.5466
H 0.7825 -2.2460 0.2735 0.0798 -0.5196 -1.0021
H 0.1407 -1.6012 -3.2375 -0.1157 -0.2073 -0.6510
C -2.1406 1.2138 0.0079 1.3905 -0.6332 -2.8607
H -2.7343 1.4011 0.8054 -1.9241 0.4115 2.6955
H 2.2143 1.9190 -0.1176 -0.6712 -1.2483 -0.0776
```
Positions in Å, forces in eV/Å.

Values from the calculation:
**HOMO energy (alpha / beta)**: -0.2594 / -0.2912 hartree
**M**: 124.26 g/mol
**ΔE to the lowest compared entry with this formula, charge and spin**: 5.4238 eV
**Frontier orbital gap (alpha / beta)**: 6.371 / 7.455 eV
**Charge**: 0